Below is a single C9H7N2P molecule, with properties calculated with the ωB97M-V functional and the def2-TZVPD basis.

CARTESIAN COORDINATES (ANGSTROEM)
1 P 1.531 1.405 0.385
2 N 1.546 -2.464 -0.104
3 N 4.891 0.325 -0.341
4 C -0.807 0.490 1.409
5 C 2.353 -0.145 -0.167
6 C -0.664 0.237 -1.025
7 C 3.746 0.034 -0.222
8 C -2.083 -0.171 -0.919
9 C -0.142 0.758 0.299
10 C -2.008 -0.217 1.488
11 C 1.829 -1.357 -0.108
12 C -2.670 -0.477 0.288
13 H -2.338 -0.509 2.357
14 H 1.598 1.802 -1.035
15 H 0.004 -0.603 -1.293
16 H -0.317 0.750 2.347
17 H -0.392 1.035 -1.704
18 H -2.430 -0.103 -1.968
19 H -3.648 -0.790 0.313

Values from the calculation:
SMILES string: N#CC(C#N)=[PH]=C1C=CC=CC1
relative energy (zero: lowest compared OMol25 entry of this formula, charge and spin): 82.2 kcal per mole
LUMO (spin up / spin down): -0.0434 / -0.0934 hartree
DFT total energy: -21710.2601 eV
charge: 0